Record 1
An isolated ion of composition C13H27N3O2PSi and charge +1 in a non-equilibrium geometry. Source: the OMol25 dataset; level of theory: wB97M-V/def2-TZVPD.

Properties
Electronic energy, eV: -39640.445
Structure (SMILES): C#CCCCN1C(N[PH2]=O)=[NH+]C[C@H]1CCO[Si](C)(C)C
E_HOMO, eV: -12.56
E_LUMO, eV: -4.8395
HOMO-LUMO gap, eV: 7.7
Charge: +1

```
47
C13H27N3O2PSi, DFT wB97M-V/def2-TZVPD
C 3.434 2.904 1.848
C 3.053 2.974 0.682
C 2.425 3.139 -0.759
C 1.695 1.787 -1.254
C 0.120 2.023 -1.527
N -0.741 1.398 -0.495
C -1.547 2.333 0.317
N -1.465 2.514 1.598
P -0.205 1.533 2.451
O -0.383 1.541 3.940
N -2.457 2.911 -0.675
C -2.897 1.656 -1.401
C -1.852 0.504 -0.993
C -1.483 -0.643 -2.014
C -0.339 -1.545 -1.373
O -0.779 -2.863 -0.982
Si 0.131 -3.392 0.410
C 1.989 -2.860 0.295
C 0.180 -5.314 0.533
C -0.667 -2.793 2.059
H 3.524 2.830 2.966
H 3.232 3.473 -1.488
H 1.699 4.004 -0.683
H 2.188 1.531 -2.251
H 1.874 0.947 -0.525
H -0.062 1.621 -2.578
H -0.012 3.152 -1.612
H -2.093 3.172 2.077
H 1.079 1.933 1.975
H -0.408 0.178 1.997
H -2.066 3.656 -1.258
H -3.809 1.365 -0.775
H -3.263 1.756 -2.460
H -2.163 -0.023 -0.032
H -1.193 -0.289 -3.046
H -2.433 -1.262 -2.153
H 0.054 -1.028 -0.439
H 0.483 -1.692 -2.153
H 2.010 -1.793 0.713
H 2.672 -3.528 0.890
H 2.253 -2.767 -0.800
H 0.924 -5.525 1.376
H 0.665 -5.671 -0.423
H -0.826 -5.774 0.750
H -1.152 -3.681 2.578
H 0.101 -2.364 2.786
H -1.486 -2.026 1.906
```

Results of the Löwdin charge analysis, in e, for atoms 1 through 2:
1 C 0.0590
2 C -0.1413


Record 2
An isolated ion of composition C4H8NO and charge +1 in a non-equilibrium geometry. Source: the OMol25 dataset; level of theory: wB97M-V/def2-TZVPD.

Properties
Electronic energy, eV: -7804.518
E_HOMO, eV: -14.69
E_LUMO, eV: -6.0800
HOMO-LUMO gap, eV: 8.6
Charge: +1

```
14
C4H8NO, DFT wB97M-V/def2-TZVPD
C -2.097 -0.638 0.224
C -0.437 0.877 0.242
C 1.084 0.912 -0.080
C 1.814 -1.279 -0.077
N -0.901 -0.430 -0.038
O 1.957 -0.159 0.433
H -2.522 -1.614 -0.008
H -2.658 0.011 0.738
H -0.564 1.432 1.247
H -0.862 1.513 -0.429
H 1.024 1.007 -1.209
H 1.630 1.875 0.216
H 2.639 -1.914 0.165
H 0.921 -1.727 -0.628
```

Results of the Löwdin charge analysis, in e, for atoms 1 through 2:
1 C 0.0252
2 C -0.2159


Record 3
One molecule with the formula C3H8N2O2. Source: the OMol25 dataset; level of theory: wB97M-V/def2-TZVPD.

Properties
Electronic energy, eV: -10316.687
Structure (SMILES): NC(=O)NCCO
E_HOMO, eV: -9.66
E_LUMO, eV: 0.6111
HOMO-LUMO gap, eV: 10.3
Charge: 0

```
15
C3H8N2O2, DFT wB97M-V/def2-TZVPD
N 2.322 1.101 -0.564
C 0.989 0.862 -0.320
O 0.219 1.782 -0.056
N 0.597 -0.447 -0.405
C -0.817 -0.821 -0.490
C -1.580 -0.744 0.832
O -1.755 0.539 1.363
H 2.627 2.011 -0.255
H 2.993 0.357 -0.453
H 1.248 -1.081 -0.840
H -0.832 -1.868 -0.813
H -1.325 -0.223 -1.257
H -1.083 -1.414 1.554
H -2.582 -1.155 0.644
H -1.021 1.101 1.059
```

Results of the Löwdin charge analysis, in e, for atoms 1 through 2:
1 N 0.1508
2 C -0.5925


Record 4
One molecule with the formula C19H23N5O3 in a non-equilibrium geometry. Source: the OMol25 dataset; level of theory: wB97M-V/def2-TZVPD.

Properties
Electronic energy, eV: -33671.134
Structure (SMILES): CCN(CC)c1nc2c(c(=O)n(C)c(=O)n2C)n1CC(=O)c1ccccc1
E_HOMO, eV: -7.50
E_LUMO, eV: -0.0073
HOMO-LUMO gap, eV: 7.5
Charge: 0

```
50
C19H23N5O3, DFT wB97M-V/def2-TZVPD
C -1.008 -4.346 -1.264
C -0.818 -4.006 0.211
N -0.039 -2.795 0.406
C 1.398 -2.950 0.440
C 1.917 -3.178 1.860
C -0.702 -1.627 0.277
N -2.004 -1.630 -0.023
C -2.380 -0.339 -0.005
C -1.318 0.482 0.322
C -1.441 1.887 0.450
O -0.569 2.679 0.790
N -2.742 2.311 0.151
C -3.014 3.737 0.214
C -3.826 1.523 -0.194
O -4.913 2.014 -0.421
N -3.618 0.160 -0.257
C -4.707 -0.727 -0.599
N -0.233 -0.370 0.524
C 1.073 0.179 0.771
C 1.920 0.238 -0.496
O 1.486 -0.141 -1.561
C 3.294 0.769 -0.341
C 3.744 1.406 0.815
C 5.043 1.875 0.884
C 5.906 1.714 -0.189
C 5.466 1.086 -1.343
C 4.169 0.619 -1.419
H -1.549 -3.539 -1.748
H -1.580 -5.264 -1.362
H -0.050 -4.476 -1.761
H -0.303 -4.818 0.730
H -1.794 -3.849 0.672
H 1.657 -3.817 -0.176
H 1.883 -2.086 -0.010
H 1.504 -4.095 2.273
H 3.001 -3.260 1.850
H 1.634 -2.359 2.517
H -2.086 4.234 0.488
H -3.786 3.935 0.957
H -3.364 4.089 -0.755
H -4.877 -1.431 0.216
H -5.592 -0.118 -0.765
H -4.455 -1.286 -1.500
H 1.596 -0.366 1.561
H 0.904 1.214 1.096
H 3.085 1.558 1.655
H 5.384 2.374 1.779
H 6.919 2.083 -0.126
H 6.134 0.963 -2.182
H 3.804 0.131 -2.310
```

Results of the Löwdin charge analysis, in e, for atoms 1 through 2:
1 C -0.0712
2 C -0.2160


Record 5
An isolated ion of composition C9H10N3O2 and charge +1 in a non-equilibrium geometry. Source: the OMol25 dataset; level of theory: wB97M-V/def2-TZVPD.

Properties
Electronic energy, eV: -18051.215
E_HOMO (spin up / spin down), eV: -11.99 / -12.20
E_LUMO (spin up / spin down), eV: -5.1176 / -5.5943
HOMO-LUMO gap (spin up / spin down), eV: 6.9 / 6.6
Charge: +1

```
24
C9H10N3O2, DFT wB97M-V/def2-TZVPD
C -3.897 -0.443 -0.434
C -3.013 -1.283 0.181
C -3.594 0.873 -0.716
C -1.796 -0.807 0.641
C -2.406 1.395 -0.329
C -1.436 0.545 0.274
C 2.816 0.490 -0.262
C 0.689 0.514 1.149
C 2.807 -0.888 -0.051
N 1.938 1.130 0.544
N -0.280 1.122 0.462
N 3.752 -1.690 -0.550
O 3.725 1.179 -0.923
O 0.717 -0.066 2.156
H -4.750 -0.809 -0.966
H -3.272 -2.325 0.476
H -4.374 1.495 -1.185
H -1.010 -1.453 1.016
H -2.128 2.380 -0.438
H 2.138 -1.348 0.695
H 1.581 2.007 0.321
H 3.627 2.011 -0.513
H 3.838 -2.727 -0.254
H 4.329 -1.302 -1.294
```

Results of the Löwdin charge analysis, in e, for atoms 1 through 2:
1 C -0.0499
2 C -0.0530


Record 6
A 9-piece molecular cluster, H18O9 overall. Source: the OMol25 dataset; level of theory: wB97M-V/def2-TZVPD.

Properties
Electronic energy, eV: -18719.000
Structure (SMILES): O.O.O.O.O.O.O.O.O
E_HOMO, eV: -11.41
E_LUMO, eV: -0.2328
HOMO-LUMO gap, eV: 11.2
Charge: 0

```
27
H18O9, DFT wB97M-V/def2-TZVPD
O 4.601 0.017 -1.133
H 4.787 0.654 -0.443
H 3.659 -0.143 -1.064
O -3.627 1.811 3.300
H -4.460 2.148 2.971
H -2.964 2.239 2.758
O 3.198 -0.962 3.647
H 3.319 -0.025 3.800
H 2.305 -1.036 3.310
O 0.578 -0.988 -1.023
H -0.034 -0.487 -0.484
H 0.749 -1.782 -0.516
O -4.080 2.094 -4.031
H -4.589 2.834 -3.699
H -3.338 2.024 -3.431
O 1.193 -5.680 3.026
H 0.505 -5.286 3.562
H 0.759 -5.895 2.200
O -0.307 3.720 -1.333
H 0.332 3.368 -1.952
H -0.109 4.655 -1.288
O 1.281 0.713 -5.997
H 1.143 1.579 -5.613
H 1.074 0.102 -5.291
O -1.676 -1.945 2.683
H -1.980 -2.493 3.407
H -2.316 -1.236 2.634
```

Results of the Löwdin charge analysis, in e, for atoms 1 through 2:
1 O -0.0513
2 H 0.0271


Record 7
A 2-piece molecular cluster, C2H4ClN2 overall in a non-equilibrium geometry. Source: the OMol25 dataset; level of theory: wB97M-V/def2-TZVPD.

Properties
Electronic energy, eV: -17628.779
E_HOMO (spin up / spin down), eV: -14.04 / -15.07
E_LUMO (spin up / spin down), eV: -4.4867 / -6.4710
Multiplicity: 3
HOMO-LUMO gap (spin up / spin down), eV: 9.6 / 8.6
Charge: +1

```
9
C2H4ClN2, DFT wB97M-V/def2-TZVPD
C 0.844 -1.551 0.186
C 1.099 0.730 -0.631
N 1.112 -0.407 -0.317
N -1.622 0.917 0.215
Cl 1.301 2.233 -0.877
H 0.987 -2.377 -0.428
H 0.580 -1.653 1.282
H -2.006 1.249 1.118
H -2.294 0.857 -0.548
```

Results of the Löwdin charge analysis, in e, for atoms 1 through 2:
1 C 0.1248
2 C -0.5927


Record 8
A 4-piece molecular cluster, C42H74FN2O19PS3 overall in a non-equilibrium geometry. Source: the OMol25 dataset; level of theory: wB97M-V/def2-TZVPD.

Properties
Electronic energy, eV: -131142.764
E_HOMO, eV: -7.22
E_LUMO, eV: 0.1109
HOMO-LUMO gap, eV: 7.3
Charge: 0

```
142
C42H74FN2O19PS3, DFT wB97M-V/def2-TZVPD
C -1.092 -8.268 3.091
C -1.573 -6.786 2.970
C -3.117 -6.618 3.244
C -3.373 -5.115 3.645
C -4.708 -4.542 3.084
C -5.179 -3.214 3.750
C -4.007 -2.164 3.948
C -3.490 -1.793 2.527
C -2.662 -0.486 2.339
O -3.419 0.742 2.266
N -4.672 0.642 2.810
O -5.293 1.626 2.665
C -1.588 -0.231 3.476
P -2.336 0.445 5.077
O -1.188 0.231 6.283
O -2.775 2.054 4.878
C -0.740 -1.537 3.656
S -0.052 -1.962 2.030
O 0.272 -3.373 2.091
O 1.201 -1.255 1.853
O -1.092 -1.784 0.813
C -1.968 -0.608 0.908
C -2.983 -0.798 -0.263
C -3.768 0.437 -0.741
F -4.996 0.621 -0.058
C -1.064 0.632 0.567
C -0.434 0.578 -0.880
C 1.107 0.936 -0.763
C 1.671 1.281 -2.192
N 2.663 2.383 -2.068
C 3.727 2.089 -3.085
C 4.842 1.108 -2.532
C 4.918 1.063 -0.974
C 5.310 2.480 -0.417
C 2.053 3.648 -2.502
S 1.839 4.884 -1.426
S 1.613 3.807 -4.209
C -0.089 4.468 -4.389
C -0.999 4.376 -3.113
C -1.227 5.843 -2.560
H -1.058 -8.579 4.158
H -1.818 -8.910 2.543
H -0.095 -8.405 2.618
H -1.066 -6.166 3.745
H -1.282 -6.422 1.962
H -3.328 -7.309 4.093
H -3.716 -6.904 2.354
H -3.271 -5.058 4.750
H -2.525 -4.522 3.220
H -4.590 -4.432 1.983
H -5.492 -5.316 3.251
H -6.018 -2.719 3.219
H -5.514 -3.461 4.785
H -4.450 -1.323 4.512
H -3.277 -2.666 4.614
H -4.402 -1.702 1.889
H -2.977 -2.703 2.135
H -0.853 0.560 3.174
H -1.028 1.047 6.784
H -2.029 2.611 5.172
H 0.142 -1.267 4.279
H -1.252 -2.368 4.172
H -3.733 -1.603 -0.083
H -2.413 -1.173 -1.144
H -3.228 1.399 -0.750
H -4.069 0.243 -1.798
H -1.662 1.570 0.639
H -0.208 0.765 1.254
H -0.445 -0.461 -1.282
H -0.927 1.280 -1.589
H 1.210 1.754 -0.024
H 1.638 0.017 -0.425
H 2.121 0.349 -2.603
H 0.790 1.566 -2.816
H 3.282 1.578 -3.972
H 4.218 3.042 -3.367
H 4.561 0.089 -2.879
H 5.808 1.437 -2.971
H 3.972 0.665 -0.555
H 5.725 0.343 -0.710
H 6.162 2.442 0.294
H 4.439 2.983 0.051
H 5.606 3.102 -1.295
H -0.607 3.938 -5.212
H -0.002 5.548 -4.655
H -2.008 4.007 -3.418
H -0.629 3.684 -2.334
H -0.247 6.354 -2.625
H -1.888 6.351 -3.300
H -1.668 5.852 -1.547
C 2.090 -12.641 3.341
C 0.855 -11.985 3.914
C 0.012 -12.903 4.759
O -1.295 -12.350 4.599
C -1.314 -11.721 3.392
O -2.296 -11.321 2.857
O -0.059 -11.613 2.877
H 2.703 -11.903 2.822
H 2.693 -13.100 4.126
H 1.823 -13.401 2.605
H 1.130 -11.080 4.464
H 0.308 -12.896 5.807
H 0.000 -13.936 4.398
C 3.966 8.035 -8.794
C 3.597 7.872 -7.339
C 4.761 7.541 -6.449
O 4.132 6.803 -5.392
C 3.027 6.236 -5.913
O 2.374 5.390 -5.355
O 2.745 6.731 -7.141
H 3.098 8.364 -9.369
H 4.762 8.769 -8.918
H 4.285 7.084 -9.225
H 3.064 8.759 -6.985
H 5.254 8.429 -6.061
H 5.505 6.902 -6.927
C 10.422 5.501 -6.416
C 10.051 6.883 -6.900
C 9.892 7.894 -5.797
O 8.946 8.808 -6.359
C 8.203 8.110 -7.254
O 7.202 8.512 -7.760
O 8.747 6.890 -7.498
H 10.614 4.842 -7.264
H 11.316 5.528 -5.791
H 9.603 5.053 -5.850
H 10.770 7.224 -7.652
H 10.825 8.402 -5.558
H 9.469 7.474 -4.881
C -7.685 1.897 4.583
C -8.287 0.530 4.360
C -9.662 0.363 4.949
O -9.709 -1.040 5.220
C -8.426 -1.450 5.417
O -8.118 -2.512 5.852
O -7.543 -0.481 5.052
H -6.736 1.974 4.051
H -8.349 2.687 4.227
H -7.469 2.062 5.641
H -8.280 0.286 3.293
H -10.451 0.649 4.255
H -9.800 0.904 5.889
```

Results of the Löwdin charge analysis, in e, for atoms 1 through 2:
1 C -0.1268
2 C -0.2652


Record 9
A 2-piece molecular cluster, C3H8N overall in a non-equilibrium geometry. Source: the OMol25 dataset; level of theory: wB97M-V/def2-TZVPD.

Properties
Electronic energy, eV: -4714.650
E_HOMO, eV: -13.84
E_LUMO, eV: -8.5375
HOMO-LUMO gap, eV: 5.3
Charge: +1

```
12
C3H8N, DFT wB97M-V/def2-TZVPD
C 1.651 0.038 0.007
C 0.419 -0.002 -0.807
C -0.875 0.420 -0.399
N -1.849 -0.489 -0.006
H 2.528 0.066 -0.650
H 1.770 0.915 0.661
H 1.801 -0.865 0.594
H 0.368 -0.950 -1.358
H -1.313 1.413 -0.565
H -2.697 0.024 0.219
H -0.998 -0.663 0.650
H -0.806 0.092 1.653
```

Results of the Löwdin charge analysis, in e, for atoms 1 through 2:
1 C -0.0869
2 C 0.0348


Record 10
A 2-piece molecular cluster, C4H12S2 overall in a non-equilibrium geometry. Source: the OMol25 dataset; level of theory: wB97M-V/def2-TZVPD.

Properties
Electronic energy, eV: -26011.195
E_HOMO (spin up / spin down), eV: 0.97 / -5.41
E_LUMO (spin up / spin down), eV: 3.3455 / 3.4607
Multiplicity: 2
HOMO-LUMO gap (spin up / spin down), eV: 2.4 / 8.9
Charge: -1

```
18
C4H12S2, DFT wB97M-V/def2-TZVPD
C -1.061 2.765 1.202
C -1.719 1.350 0.921
S -2.643 1.343 -0.647
H -0.644 2.589 2.210
H -1.905 3.486 1.357
H -0.307 3.140 0.506
H -0.957 0.584 0.741
H -2.355 0.966 1.734
H -2.237 0.118 -1.084
C 0.692 -1.990 -1.210
C 2.256 -2.128 -0.841
S 2.834 -0.603 -0.014
H 0.433 -0.979 -1.587
H 0.158 -2.053 -0.236
H 0.223 -2.717 -1.877
H 2.602 -2.964 -0.301
H 2.802 -2.050 -1.787
H 1.828 -0.857 0.915
```

Results of the Löwdin charge analysis, in e, for atoms 1 through 2:
1 C -0.2287
2 C -0.7101


Record 11
An isolated ion of composition C2H7N2 and charge +1 in a non-equilibrium geometry. Source: the OMol25 dataset; level of theory: wB97M-V/def2-TZVPD.

Properties
Electronic energy, eV: -5156.645
E_HOMO, eV: -15.00
E_LUMO, eV: -8.4698
HOMO-LUMO gap, eV: 6.5
Charge: +1

```
11
C2H7N2, DFT wB97M-V/def2-TZVPD
C -1.707 0.157 -0.051
N 1.881 0.284 0.275
C 0.643 -0.340 -0.024
N -0.423 0.461 0.386
H -2.046 0.790 -0.890
H -1.865 -0.849 -0.475
H -2.384 0.346 0.787
H 2.524 -0.195 0.871
H 2.158 1.143 -0.160
H 0.614 -0.449 -1.133
H 0.604 -1.348 0.415
```

Results of the Löwdin charge analysis, in e, for atoms 1 through 2:
1 C -0.0594
2 N 0.1038


Record 12
C13H41N2O12Tl as an isolated structure in a non-equilibrium geometry. Source: the OMol25 dataset; level of theory: wB97M-V/def2-TZVPD.

Properties
Electronic energy, eV: -46354.310
E_HOMO (spin up / spin down), eV: -16.88 / -17.00
E_LUMO (spin up / spin down), eV: -11.5045 / -12.2424
Multiplicity: 2
HOMO-LUMO gap (spin up / spin down), eV: 5.4 / 4.8
Charge: +3

```
69
C13H41N2O12Tl, DFT wB97M-V/def2-TZVPD
Tl 3.725 -6.194 -0.064
O 1.850 -2.162 0.002
C 2.965 -2.329 0.684
O 3.156 -1.441 1.510
O 3.746 -3.283 0.553
H 1.568 -1.359 0.445
C -0.044 -2.908 3.553
O -1.266 -3.057 2.803
C -1.414 -4.317 2.158
C -2.790 -4.353 1.490
N -2.837 -3.284 0.543
C -3.967 -3.264 -0.410
C -4.076 -1.977 -1.213
O -2.707 -1.760 -1.799
C -2.627 -1.567 -3.172
H 0.306 -3.703 4.212
H -0.169 -2.193 4.365
H 0.762 -2.601 2.886
H -1.257 -5.018 2.978
H -0.588 -4.411 1.453
H -3.661 -4.339 2.146
H -2.623 -5.300 0.977
H -2.975 -2.488 1.148
H -4.906 -3.288 0.143
H -3.683 -4.105 -1.044
H -4.372 -1.081 -0.667
H -4.838 -2.128 -1.978
H -1.603 -1.739 -3.505
H -2.667 -0.486 -3.300
H -3.418 -2.077 -3.721
C 0.808 1.298 1.154
O 1.219 2.290 0.174
C 0.811 2.065 -1.238
C -0.153 3.191 -1.557
N 0.627 4.442 -1.374
C -0.261 5.580 -1.563
C 0.681 6.913 -1.471
O 1.055 7.203 -0.167
C 0.001 7.678 0.664
H -0.188 1.626 1.451
H 1.562 1.460 1.924
H 0.904 0.260 0.833
H 0.384 1.068 -1.343
H 1.646 2.175 -1.930
H -0.990 3.128 -0.862
H -0.457 3.202 -2.604
H 0.933 4.457 -0.412
H -1.088 5.608 -0.854
H -0.621 5.645 -2.590
H 0.156 7.692 -2.025
H 1.589 6.886 -2.074
H -1.001 7.694 0.235
H 0.304 8.690 0.931
H -0.172 6.962 1.468
O -1.086 -0.936 0.191
H -0.943 -1.715 0.728
H -1.340 -1.278 -0.666
O 5.426 -0.445 3.139
H 5.816 0.352 3.499
H 4.559 -0.491 3.541
O 4.187 0.890 -0.119
H 3.480 1.189 -0.690
H 3.750 0.640 0.695
O 1.630 -1.596 -2.989
H 1.887 -0.795 -3.446
H 2.210 -1.633 -2.228
O 1.228 -4.710 -0.422
H 1.472 -3.791 -0.309
H 0.382 -4.681 -0.869
```

Results of the Löwdin charge analysis, in e, for atoms 1 through 2:
1 Tl 1.1347
2 O 0.1331